## one
The following is a quantum chemistry calculation of the molecule C2HFN2O, from OMol25.

Summary:
Structure (SMILES): Fc1ncno1
Frontier orbital gap: 0.434 hartree
HOMO energy: -11.133 eV

Bonds (Å) are listed after each position.
Geometry (Å):
1 F -2.20184 -0.69137 -0.05529  C5 1.282
2 O -0.38622 -0.01616 1.17935  N4 1.397, C5 1.306
3 N -0.28729 -0.06756 -0.99339  C5 1.293, C6 1.440
4 N 0.93929 0.39238 1.01359  O2 1.397, C6 1.361
5 C -1.03352 -0.17490 0.05646  F1 1.282, O2 1.306, N3 1.293
6 C 0.94639 0.29218 -0.34416  N3 1.440, N4 1.361, H7 1.193
7 H 2.02319 0.26543 -0.85656  C6 1.193

***

## two
The following is a quantum chemistry calculation of a cluster of 2 separate species, C2HFN2O in total, from OMol25.

Summary:
Structure (SMILES): [O-][N+]#CF.C#N
Frontier orbital gap: 0.354 hartree
HOMO energy: -10.169 eV

Bonds (Å) are listed after each position.
Geometry (Å):
1 F 0.05280 -1.86056 -0.03043  C5 1.302
2 O -2.37933 0.70293 0.09664  N4 1.183
3 N 1.09120 1.70023 0.03063  C6 1.119
4 N -1.61088 -0.19585 0.13462  O2 1.183, C5 1.186
5 C -0.54985 -0.72437 0.16942  F1 1.302, N4 1.186
6 C 1.47065 0.65809 -0.11659  N3 1.119, H7 1.056
7 H 1.92542 -0.28047 -0.28428  C6 1.056

***

Referenced to the most stable arrangement, the calculated values in kcal/mol are one 0.0; two 73.0.